Entry from OMol25: a molecular structure, C7H9N in a non-equilibrium geometry (ωB97M-V with the def2-TZVPD basis set).

Positions of all 17 atoms, in Å:
C1 -0.17 0.83 -1.66
C2 -0.47 -0.82 -1.41
C3 0.10 -1.51 0.66
C4 0.18 -0.54 1.95
C5 0.31 1.63 -0.12
C6 -0.40 0.66 0.45
C7 0.35 -0.55 -0.32
H1 -1.10 1.36 -1.99
H2 0.67 0.88 -2.41
H3 -0.11 -1.46 -2.21
H4 0.38 -2.51 0.70
H5 0.92 -1.09 2.65
H6 -0.75 -0.78 2.40
H7 -0.10 2.67 0.12
H8 -1.48 0.79 0.35
H9 1.39 -0.24 -0.79
N1 0.27 0.69 1.61

Properties
Energy relative to the best compared isomer or geometry (same formula, charge and spin) = 1587.1 kJ/mol
DFT total energy = -326.2865 Eh
F_max = 0.18956 Eh/bohr
Highest occupied orbital energy = -7.25 eV


Entry from OMol25: a molecular structure, C16H48BF4O8S8Y in a non-equilibrium geometry (ωB97M-V with the def2-TZVPD basis set).

Positions of all 86 atoms, in Å:
Y1 0.13 -0.09 -0.19
B1 0.79 -1.90 -2.54
F1 0.48 -2.14 -1.14
F2 2.02 -2.46 -2.86
F3 -0.23 -2.47 -3.30
F4 0.84 -0.50 -2.70
C1 2.95 3.23 2.13
S1 1.61 2.11 2.37
O1 1.43 1.39 1.09
C2 2.45 0.99 3.48
H1 3.80 2.74 1.65
H2 3.28 3.61 3.10
H3 2.63 4.02 1.46
H4 1.83 0.11 3.60
H5 2.66 1.55 4.39
H6 3.41 0.70 3.03
C3 -4.22 1.18 0.85
S2 -2.75 2.17 0.87
O2 -1.64 1.32 0.35
C4 -3.19 3.26 -0.45
H7 -4.28 0.63 1.79
H8 -4.17 0.41 0.07
H9 -5.12 1.77 0.67
H10 -3.38 2.64 -1.33
H11 -2.33 3.90 -0.62
H12 -4.10 3.80 -0.20
C5 -1.97 -4.15 -0.07
S3 -2.04 -2.86 1.16
O3 -1.71 -1.60 0.42
C6 -3.80 -2.84 1.44
H13 -2.29 -3.70 -1.01
H14 -2.62 -4.97 0.21
H15 -0.94 -4.49 -0.11
H16 -4.37 -2.90 0.51
H17 -4.01 -1.91 1.96
H18 -4.04 -3.67 2.09
C7 1.22 3.08 -3.59
S4 0.02 2.95 -2.28
O4 0.50 1.90 -1.34
C8 0.38 4.53 -1.50
H19 1.38 2.10 -4.02
H20 2.12 3.60 -3.25
H21 0.77 3.74 -4.34
H22 1.45 4.55 -1.26
H23 -0.27 4.67 -0.65
H24 0.17 5.28 -2.26
C9 2.56 -3.74 0.13
S5 2.37 -2.61 1.48
O5 1.30 -1.63 1.13
C10 1.60 -3.77 2.59
H25 3.13 -4.62 0.43
H26 3.05 -3.24 -0.71
H27 1.58 -4.01 -0.28
H28 0.75 -4.22 2.06
H29 1.18 -3.21 3.42
H30 2.31 -4.50 2.95
C11 -1.16 1.38 4.27
S6 -1.48 -0.01 3.18
O6 -0.41 -0.07 2.16
C12 -1.11 -1.28 4.36
H31 -1.77 1.23 5.16
H32 -1.50 2.27 3.74
H33 -0.10 1.46 4.49
H34 -1.27 -2.25 3.89
H35 -1.72 -1.19 5.25
H36 -0.05 -1.21 4.63
C13 -3.42 -1.42 -3.00
S7 -2.59 0.14 -2.76
O7 -1.47 -0.16 -1.84
C14 -1.91 0.27 -4.39
H37 -4.10 -1.53 -2.15
H38 -2.68 -2.22 -2.98
H39 -4.00 -1.43 -3.91
H40 -1.30 1.16 -4.52
H41 -2.79 0.35 -5.04
H42 -1.41 -0.66 -4.65
C15 4.59 -0.65 -2.11
S8 3.87 0.23 -0.73
O8 2.42 -0.06 -0.73
C16 4.09 1.87 -1.40
H43 5.41 -0.07 -2.54
H44 3.83 -0.75 -2.89
H45 4.93 -1.63 -1.80
H46 3.58 1.90 -2.36
H47 5.16 2.01 -1.50
H48 3.67 2.59 -0.71

Properties
Energy relative to the best compared isomer or geometry (same formula, charge and spin) = 0.0 kJ/mol
Net charge = +2
DFT total energy = -4888.3078 Eh
F_max = 0.02728 Eh/bohr
Highest occupied orbital energy = -13.64 eV


Entry from OMol25: a single C2H4N2O4 molecule in a non-equilibrium geometry (ωB97M-V with the def2-TZVPD basis set).

Positions of all 12 atoms, in Å:
C1 -0.29 -0.28 0.95
C2 -0.91 -0.97 -1.19
H1 1.73 1.55 0.41
H2 0.95 0.23 2.49
H3 0.13 0.63 -2.23
H4 -1.40 -1.82 -0.66
N1 0.35 0.74 1.57
N2 -0.88 0.24 -0.24
O1 1.71 0.83 0.97
O2 -0.63 -1.41 1.50
O3 -0.02 1.12 -1.14
O4 -0.74 -0.87 -2.43

Properties
Energy relative to the best compared isomer or geometry (same formula, charge and spin) = 588.0 kJ/mol
SMILES = O=CN(O)C(=O)NO
DFT total energy = -488.8493 Eh
F_max = 0.15885 Eh/bohr
Highest occupied orbital energy = -10.57 eV


Entry from OMol25: 2 unconnected molecules or ions with the total composition C5H14 in a non-equilibrium geometry (ωB97M-V with the def2-TZVPD basis set).

Positions of all 19 atoms, in Å:
C1 0.57 -1.42 1.06
C2 0.52 -2.88 1.51
H1 1.49 -1.01 1.53
H2 0.70 -1.28 -0.02
H3 -0.31 -0.79 1.28
H4 0.61 -2.86 2.66
H5 1.41 -3.39 1.25
H6 -0.36 -3.37 1.27
C3 0.22 1.42 -1.26
C4 -0.13 1.50 0.29
C5 -1.15 1.65 -1.98
H7 1.07 2.10 -1.54
H8 0.69 0.48 -1.41
H9 -1.00 0.88 0.61
H10 -0.58 2.48 0.43
H11 -1.82 0.81 -1.86
H12 -1.56 2.50 -1.51
H13 0.80 1.37 0.76
H14 -1.17 1.78 -3.07

Properties
Energy relative to the best compared isomer or geometry (same formula, charge and spin) = 95.7 kJ/mol
SMILES = CCC.CC
DFT total energy = -198.8527 Eh
F_max = 0.07813 Eh/bohr
Highest occupied orbital energy = -11.12 eV


> Look up the highest occupied orbital energy of the second one.

-13.64 eV